Below is a cluster of 13 separate species, C28H66Cl16O5 in total at a distorted geometry, with properties calculated with the ωB97M-V functional and the def2-TZVPD basis.

The geometry in XYZ format:
```
115
Properties=species:S:1:pos:R:3:lowdin_charge:R:1
C 10.08292 13.71115 19.09512 -1.014
Cl 9.37870 15.23268 19.57266 0.534
Cl 11.47348 13.92684 18.01672 0.581
H 10.41386 13.28047 20.04015 0.028
H 9.31714 13.10993 18.60498 0.023
C 11.70656 19.23976 12.40838 -1.021
Cl 13.46886 19.15124 12.61220 0.588
Cl 11.11356 20.64151 13.27488 0.516
H 11.46570 19.36703 11.35296 0.015
H 11.20772 18.40103 12.89396 -0.012
C 14.19368 15.77365 19.25880 -1.037
Cl 15.60062 15.05670 20.08432 0.501
Cl 14.26080 17.55081 19.23324 0.527
H 14.07496 15.36941 18.25352 -0.002
H 13.29744 15.51792 19.82400 -0.003
C 12.41200 12.39371 10.95882 -1.042
Cl 11.20718 13.25827 9.99980 0.506
Cl 12.18388 10.63274 10.94766 0.516
H 13.39338 12.57242 10.51944 -0.010
H 12.47126 12.85037 11.94678 0.008
C 15.77046 17.42066 14.84696 -1.002
Cl 16.34436 18.73395 15.92202 0.518
Cl 17.02332 16.18326 14.57758 0.515
H 14.96820 16.84036 15.30274 -0.005
H 15.41822 17.90613 13.93682 -0.038
C 8.23840 13.92615 13.99378 -0.983
Cl 8.49654 14.26413 15.69628 0.567
Cl 9.46542 12.83593 13.27108 0.517
H 7.24336 13.51054 13.83488 0.034
H 8.30288 14.89969 13.50782 -0.032
C 7.53064 18.69811 11.71152 -0.960
Cl 8.51071 19.08807 10.23838 0.484
Cl 8.33568 17.60806 12.85014 0.553
H 7.34666 19.64765 12.21412 0.028
H 6.59960 18.28026 11.32858 0.028
C 7.79652 20.54971 18.78438 -0.984
Cl 6.11058 21.09044 18.67696 0.505
Cl 8.60296 20.58636 17.17550 0.514
H 8.41962 21.16660 19.43190 0.024
H 7.85438 19.53037 19.16608 0.027
C 11.06484 18.06557 16.29800 -0.070
C 10.82722 16.67359 15.81196 -0.301
O 12.09936 16.35927 15.24686 -0.188
C 12.14044 15.19983 14.43994 -0.293
C 13.52638 14.63608 14.51808 -0.071
H 11.54854 18.63324 15.50306 0.054
H 10.13194 18.46065 16.70012 0.027
H 11.80100 18.05036 17.10170 0.068
H 10.70818 15.92689 16.59706 0.029
H 10.07272 16.55877 15.03372 0.067
H 11.41300 14.46361 14.78184 0.067
H 11.87506 15.40515 13.40286 0.117
H 13.67032 13.68585 14.00384 0.062
H 13.99014 14.65970 15.50422 0.077
H 14.11226 15.33441 13.92044 0.040
C 17.37786 19.78741 11.74782 -0.071
C 17.37248 18.46426 11.01676 -0.278
O 16.09517 17.86891 11.17220 -0.218
C 15.88344 16.69941 10.39716 -0.258
C 14.46878 16.27175 10.73178 -0.078
H 18.33176 20.30651 11.65438 0.079
H 16.55652 20.46057 11.50216 0.075
H 17.23906 19.50701 12.79194 0.058
H 17.51196 18.63328 9.94901 0.117
H 18.13198 17.85454 11.50616 0.118
H 15.91270 16.98427 9.34544 0.120
H 16.59101 15.90162 10.62294 0.105
H 14.21246 16.27393 11.79122 0.046
H 14.20712 15.29673 10.32072 0.063
H 13.82116 17.01632 10.26886 0.069
C 13.19786 9.28522 18.69122 -0.068
C 13.14150 10.40538 17.65248 -0.311
O 14.02340 10.11284 16.62196 -0.155
C 14.02960 11.07412 15.58518 -0.277
C 14.97850 10.53860 14.51318 -0.060
H 12.50960 9.42281 19.52520 0.068
H 12.75888 8.38664 18.25768 0.072
H 14.18124 9.02184 19.08066 0.077
H 12.09564 10.55507 17.38439 0.111
H 13.54922 11.34019 18.03717 0.102
H 13.03082 11.19436 15.16556 0.117
H 14.37058 12.05488 15.91680 0.106
H 14.65492 9.56087 14.15618 0.080
H 16.01519 10.41923 14.82800 0.081
H 14.91340 11.28534 13.72182 0.047
C 12.12356 24.42715 19.63418 -0.079
C 11.58780 23.53836 18.52668 -0.280
O 12.62938 22.57602 18.38416 -0.158
C 12.32362 21.59060 17.40635 -0.288
C 13.46396 20.62340 17.18787 -0.093
H 12.36688 23.84945 20.52589 0.079
H 12.96680 25.00992 19.26350 0.077
H 11.36140 25.15992 19.89929 0.069
H 10.63316 23.07886 18.78282 0.103
H 11.43558 24.11326 17.61322 0.117
H 11.47226 21.00159 17.74745 0.083
H 12.12986 22.05381 16.43888 0.114
H 13.26660 19.96651 16.34072 0.050
H 13.60370 19.99590 18.06811 0.032
H 14.35940 21.15373 16.86378 0.073
C 15.18538 12.45519 7.63556 -0.056
C 15.52812 11.74923 8.96126 -0.313
O 15.84842 12.68201 9.93387 -0.171
C 16.57644 12.16145 11.03474 -0.267
C 16.68690 13.22530 12.08772 -0.086
H 14.36166 13.12707 7.87674 0.066
H 16.00124 13.08377 7.27872 0.074
H 14.93946 11.74962 6.84196 0.076
H 14.71736 11.07057 9.22618 0.096
H 16.40712 11.13497 8.76594 0.115
H 16.00965 11.30104 11.39048 0.110
H 17.58360 11.80679 10.81582 0.123
H 15.76404 13.74582 12.34360 0.060
H 17.46756 13.94799 11.85024 0.070
H 17.06488 12.81221 13.02292 0.075
```

Computed properties:
* lowest unoccupied orbital energy: 0.18 eV
* frontier orbital gap: 9.736 eV
* strongest force on any atom: 2.1 eV/A
* E_HOMO: -9.55 eV